(1)
This record from OMol25 describes the molecule C6H12S3 at a distorted geometry. The level of theory is ωB97M-V/def2-TZVPD.

The HOMO-LUMO gap (alpha / beta) is 7.209 / 6.791 eV. The calculation puts the total energy at -38918.32921 eV. The strongest force on any atom comes out at 0.0681 Eh/bohr.

Last column: Mulliken charge in e.
Positions of all 21 atoms, in Å:
C (0.99477, 0.21354, 0.23904)  -0.29
C (-1.29433, -1.31645, -0.44261)  0.12
C (1.68375, 0.42862, 2.58208)  -0.95
C (-2.70321, -0.29990, 1.56261)  -0.74
C (-3.36129, -1.63361, -2.30614)  -0.72
C (2.13463, 0.35633, 1.11639)  -0.57
S (0.43431, -1.30577, -0.13875)  -0.11
S (-2.33693, -0.00539, -0.16535)  -0.17
S (-1.98731, -2.58078, -1.62142)  -0.12
H (0.46650, 1.11691, -0.13629)  0.38
H (2.59522, 0.51742, 3.17384)  0.35
H (1.08525, -0.41273, 2.64960)  0.29
H (1.14612, 1.34414, 2.55554)  0.27
H (-3.85590, -0.18420, 1.70540)  0.31
H (-2.16764, 0.39662, 2.35134)  0.22
H (-2.46011, -1.33878, 1.76833)  0.30
H (-3.11541, -0.51371, -2.21006)  0.26
H (-4.19398, -2.00989, -1.61077)  0.24
H (-3.57095, -1.92344, -3.35862)  0.30
H (2.82627, -0.54310, 1.05690)  0.27
H (2.87297, 1.13035, 0.79358)  0.37



(2)
This record from OMol25 describes a cluster of 2 separate species, ClH3O2SSi in total at a distorted geometry. The level of theory is ωB97M-V/def2-TZVPD.

The HOMO-LUMO gap is 8.973 eV. The calculation puts the total energy at -35377.09524 eV. The SMILES is O=[SiH2].OSCl. The strongest force on any atom comes out at 0.0462 Eh/bohr.

Last column: Mulliken charge in e.
Positions of all 8 atoms, in Å:
O (-0.88674, 0.91460, -0.85989)  -0.43
Si (-1.21656, -0.46431, -0.34810)  0.55
H (-0.80428, -1.58914, -1.06541)  -0.10
H (-2.13356, -0.94682, 0.88498)  -0.05
O (3.16702, 1.15879, 1.10269)  -0.49
S (1.65638, 1.09249, 0.42947)  0.34
Cl (1.75185, -0.89865, -0.00347)  -0.16
H (3.84222, 1.73703, 0.75045)  0.34



(3)
This record from OMol25 describes a structure of composition C13H23IN4O3S4Sr at a distorted geometry. The level of theory is ωB97M-V/def2-TZVPD.

The HOMO-LUMO gap is 3.825 eV. The calculation puts the total energy at -78236.50548 eV. As for the total charge: -2. The strongest force on any atom comes out at 0.0797 Eh/bohr.

Last column: Mulliken charge in e.
Positions of all 49 atoms, in Å:
Sr (-0.04247, 1.00106, 0.09073)  0.96
N (-2.43013, 0.09185, 0.06153)  -0.40
C (-2.30006, 0.65984, 1.44098)  -1.48
C (-1.49726, -0.13719, 2.51747)  0.10
N (-0.01510, 0.08312, 2.47187)  -0.45
C (0.45217, 1.48863, 2.87647)  -0.32
C (0.43182, 2.78960, 1.91648)  -1.30
N (1.42353, 3.03518, 0.81379)  -0.23
H (-2.73298, 0.89885, -0.50793)  0.17
H (-3.24801, -0.49105, 0.19610)  0.30
H (-3.24903, 0.99793, 1.84469)  0.58
H (-1.68122, 1.52858, 1.51888)  -0.10
H (-1.69483, -1.21070, 2.46332)  0.36
H (-1.86902, 0.26084, 3.47016)  0.32
H (0.42592, -0.52762, 3.14186)  0.27
H (1.46559, 1.37996, 3.26250)  0.41
H (-0.22381, 1.81264, 3.67367)  0.35
H (0.32820, 3.63261, 2.59677)  0.52
H (-0.52422, 2.78973, 1.40212)  0.20
H (2.21754, 3.44947, 1.28348)  0.23
H (0.95282, 3.76318, 0.25925)  0.27
C (4.13870, -1.19831, -2.51390)  -1.42
C (2.81065, -0.55726, -2.14991)  0.46
S (2.81181, -0.15028, -0.41752)  -0.45
C (1.84947, -0.32107, -3.07180)  0.16
C (2.03809, -0.64978, -4.54122)  -1.29
S (0.24518, 0.42637, -2.85483)  -0.49
H (4.39383, -1.95424, -1.76683)  0.26
H (4.94553, -0.45657, -2.48239)  0.19
H (4.17058, -1.68092, -3.49203)  0.40
H (2.96612, -1.16810, -4.78578)  0.34
H (2.01131, 0.27066, -5.13393)  0.20
H (1.20740, -1.26451, -4.90218)  0.23
I (-2.65462, -4.55958, -2.82997)  0.02
C (-1.29270, -3.86559, -1.40019)  -0.39
C (-0.91556, -4.68259, -0.34819)  -0.13
C (0.00264, -4.18757, 0.56425)  -0.98
C (0.49352, -2.90107, 0.37663)  -0.17
N (0.10601, -2.12336, -0.62371)  0.33
C (-0.77097, -2.58184, -1.50619)  -0.10
H (-1.33026, -5.67733, -0.24514)  0.35
H (0.33740, -4.78892, 1.40025)  0.38
H (1.24755, -2.46676, 1.02701)  0.41
H (-1.03445, -1.88698, -2.30144)  0.36
O (-4.31414, 4.34356, 1.43615)  -0.69
S (-2.86385, 4.28772, 1.58787)  1.04
O (-2.44321, 3.30373, 2.61430)  -0.61
O (-2.24820, 5.59324, 1.82125)  -0.70
S (-2.09728, 3.60088, -0.25472)  -0.46



(4)
This record from OMol25 describes a cluster of 2 separate species, C4H12 in total at a distorted geometry. The level of theory is ωB97M-V/def2-TZVPD.

The HOMO-LUMO gap is 11.886 eV. The calculation puts the total energy at -4340.90078 eV. The SMILES is CC.CC. The strongest force on any atom comes out at 0.1002 Eh/bohr.

Last column: Mulliken charge in e.
Positions of all 16 atoms, in Å:
C (0.34520, -0.03420, -1.63029)  -0.31
C (0.80570, -1.50647, -2.04153)  -0.91
H (1.11058, 0.71259, -1.94719)  0.33
H (-0.62972, 0.25030, -2.16838)  0.27
H (0.43624, 0.20501, -0.46529)  -0.29
H (-0.16480, -2.03289, -2.22035)  0.23
H (1.20588, -2.00410, -1.23732)  0.36
H (1.25302, -1.41831, -2.99071)  0.31
C (-1.05902, 1.21223, 2.20079)  -0.86
C (-0.10873, 0.23133, 1.61376)  -0.76
H (-0.48096, 2.15684, 2.50034)  0.25
H (-1.71557, 1.59790, 1.42579)  0.27
H (-1.60640, 0.63558, 2.89471)  0.30
H (0.60605, 0.80698, 0.94696)  0.20
H (-0.55031, -0.39015, 0.85250)  0.29
H (0.55283, -0.42263, 2.26622)  0.31



(5)
This record from OMol25 describes the molecule C4H3N at a distorted geometry. The level of theory is ωB97M-V/def2-TZVPD.

The HOMO-LUMO gap is 11.134 eV. The calculation puts the total energy at -5684.27340 eV. The SMILES is CC#CC#N. The strongest force on any atom comes out at 0.0214 Eh/bohr.

Last column: Mulliken charge in e.
Positions of all 8 atoms, in Å:
C (0.21254, -0.22237, 1.44565)  -0.98
C (0.13389, -0.38163, 0.00313)  0.36
C (-0.01160, -0.25242, -1.18823)  0.02
C (-0.33736, 0.32871, -2.39700)  0.16
N (-0.65546, 0.96181, -3.31525)  -0.39
H (0.61571, -1.07876, 1.99016)  0.29
H (-0.79693, -0.00892, 1.81546)  0.27
H (0.83921, 0.65358, 1.64608)  0.27



(6)
This record from OMol25 describes a cluster of 2 separate species, C33H39BN2O2S in total at a distorted geometry. The level of theory is ωB97M-V/def2-TZVPD.

The HOMO-LUMO gap is 3.564 eV. The calculation puts the total energy at -53438.51484 eV. The strongest force on any atom comes out at 0.0840 Eh/bohr.

Last column: Mulliken charge in e.
Positions of all 78 atoms, in Å:
C (4.49400, 6.11640, 2.70274)  -1.25
C (3.62406, 4.98093, 2.34049)  0.66
C (3.27620, 4.56632, 1.07269)  -0.78
C (2.52629, 3.33434, 1.04227)  -1.20
C (2.33221, 2.81900, 2.30737)  0.42
B (1.84548, 1.30155, 2.79787)  1.29
C (0.22251, 1.64421, 2.84828)  -0.01
C (-0.30111, 2.38659, 3.91420)  -1.53
C (-1.60219, 2.88618, 3.86781)  -0.56
C (-2.47511, 2.56621, 2.79041)  1.04
N (-3.73519, 3.09030, 2.70777)  0.12
C (-4.65658, 2.74775, 1.64501)  -0.99
C (-4.13220, 4.17580, 3.56708)  -1.01
C (-1.97130, 1.69423, 1.79244)  -0.50
C (-0.62881, 1.31461, 1.80363)  -1.40
O (2.43228, 0.54256, 1.72919)  -0.30
C (3.59708, -0.11019, 2.26418)  2.30
C (3.30210, -1.58284, 2.35337)  -1.86
C (4.75591, 0.02482, 1.29051)  -2.12
C (3.80107, 0.52150, 3.72461)  2.05
C (4.12383, -0.49507, 4.81679)  -1.84
C (4.89836, 1.56731, 3.69834)  -2.33
O (2.52628, 1.07173, 4.04577)  -0.62
S (2.86903, 3.96336, 3.51571)  -0.26
H (4.81324, 6.62840, 1.79554)  0.36
H (3.95735, 6.82791, 3.32989)  0.28
H (5.39029, 5.78198, 3.23245)  0.25
H (3.57760, 5.13176, 0.19929)  0.34
H (2.16528, 2.88934, 0.11896)  0.50
H (0.34032, 2.63280, 4.76175)  0.49
H (-1.93617, 3.56638, 4.65400)  0.20
H (-4.74960, 1.65921, 1.54578)  0.30
H (-5.63964, 3.15312, 1.90518)  0.28
H (-4.35954, 3.16412, 0.66734)  0.33
H (-3.60830, 5.11766, 3.33846)  0.33
H (-5.20264, 4.33363, 3.43330)  0.28
H (-3.93921, 3.93269, 4.61750)  0.29
H (-2.61898, 1.36855, 0.97494)  0.39
H (-0.23235, 0.75014, 0.96059)  1.07
H (4.19357, -2.20083, 2.55027)  0.48
H (2.58679, -1.74716, 3.16387)  -0.36
H (2.85034, -1.92245, 1.41767)  0.62
H (5.53842, -0.69540, 1.55905)  0.40
H (4.42182, -0.23621, 0.28006)  0.36
H (5.20196, 1.01913, 1.26071)  0.41
H (4.93859, -1.15961, 4.50652)  0.28
H (4.44773, 0.03849, 5.71601)  0.48
H (3.24106, -1.08587, 5.08042)  0.25
H (5.87449, 1.06879, 3.58387)  0.42
H (4.78084, 2.27494, 2.87064)  0.31
H (4.93008, 2.13368, 4.63662)  0.47
C (-0.65211, -1.60921, 1.37758)  -2.23
C (0.19804, -1.62060, 2.57630)  0.48
N (0.45443, -2.86108, 3.09033)  0.90
C (0.17646, -3.16168, 4.43347)  0.60
C (-0.75526, -2.53091, 5.24232)  -0.78
C (-1.18763, -3.26822, 6.35477)  -0.68
C (-0.58150, -4.50753, 6.67297)  -0.66
C (0.48801, -5.03152, 5.92708)  -0.56
C (0.81003, -4.37882, 4.73978)  0.23
C (1.58642, -4.77222, 3.58528)  0.43
C (1.22735, -3.91673, 2.52329)  0.54
C (1.82557, -4.01232, 1.27100)  -0.63
C (2.93771, -4.87327, 1.16401)  -0.47
C (3.33646, -5.69641, 2.23372)  -0.70
C (2.65050, -5.65210, 3.44669)  -0.63
H (-1.46330, -0.88885, 1.54333)  0.24
H (-0.02734, -1.25444, 0.55241)  0.38
H (-1.08062, -2.58610, 1.10889)  0.54
H (0.13485, -0.83762, 3.34225)  0.52
H (-1.13493, -1.53342, 4.97992)  0.52
H (-2.00752, -2.89271, 6.97678)  0.41
H (-0.93913, -5.06509, 7.53211)  0.37
H (1.05557, -5.91781, 6.21332)  0.40
H (1.44306, -3.40022, 0.45367)  0.46
H (3.50447, -4.89197, 0.23121)  0.41
H (4.19939, -6.34937, 2.10942)  0.38
H (2.95386, -6.21636, 4.33098)  0.42